# 1
C16H21N2 as an isolated structure. Source: OMol25; level of theory: the ωB97M-V functional and the def2-TZVPD basis.

```
39
Properties=species:S:1:pos:R:3:forces:R:3:nbo_charge:R:1
C -5.1567 -0.8690 1.3463 -0.279 -0.255 0.142 -0.65
C -3.7042 -0.5069 1.2532 -0.082 0.135 0.029 0.07
C -3.3364 0.8427 1.2846 0.445 0.204 0.049 -0.22
C -2.0077 1.1980 1.0953 -0.266 -0.050 -0.017 -0.13
C -1.0176 0.2262 0.8342 0.436 0.665 -1.033 -0.17
C 0.3243 0.7830 0.4967 -0.474 -1.670 4.992 -0.02
C 1.6009 0.1367 0.8986 0.022 0.608 -0.422 -0.04
C 2.7144 1.0056 0.9674 0.060 -0.138 0.069 -0.20
C 4.0019 0.5095 1.1551 -0.050 0.029 0.094 -0.20
C 4.1999 -0.8746 1.2672 -0.194 0.346 -0.163 -0.14
C 3.0933 -1.7297 1.3161 -0.368 0.075 0.214 -0.20
C 1.7927 -1.2212 1.1996 0.472 -0.226 -0.216 -0.17
C -1.3899 -1.1287 0.8167 -0.528 -0.299 0.121 -0.08
C -2.7146 -1.4890 1.0983 0.490 0.213 -0.148 -0.23
H -5.2851 -1.9562 1.3681 -0.048 0.228 0.013 0.23
H -5.6251 -0.4446 2.2456 0.181 -0.101 -0.204 0.24
H -5.7197 -0.4782 0.4840 0.269 -0.095 0.218 0.24
H -4.0905 1.6184 1.4612 0.309 -0.363 -0.112 0.24
H -1.7149 2.2471 1.1375 -0.131 -0.177 -0.061 0.22
H 0.3649 1.8286 0.8634 -0.027 -0.003 -1.038 0.27
H 2.5372 2.0839 0.9093 0.197 -0.332 -0.200 0.23
H 4.8397 1.2111 1.2239 -0.295 -0.382 -0.080 0.24
H 5.2145 -1.2717 1.3354 -0.355 0.085 0.067 0.24
H 3.2388 -2.8037 1.4777 -0.079 0.500 -0.010 0.24
H 0.9421 -1.8702 1.3813 0.379 0.057 -0.271 0.23
H -0.6759 -1.9111 0.5644 -0.335 0.295 0.019 0.22
H -2.9993 -2.5432 1.1832 0.170 0.413 -0.265 0.23
C -0.5891 0.8610 -2.5372 -0.769 1.179 0.677 -0.44
N 0.4657 0.4652 -1.5816 -0.882 -1.970 -0.498 -0.29
N 1.7082 0.8452 -2.0744 1.315 2.036 -0.020 -0.51
C 2.1197 0.1922 -3.2949 0.426 -0.364 0.013 -0.41
H -1.5327 0.3645 -2.2721 0.398 0.047 -0.140 0.23
H -0.7140 1.9526 -2.4140 -0.214 -0.324 -0.649 0.20
H -0.3116 0.6408 -3.5837 -0.218 0.004 0.888 0.24
H 0.3196 1.2094 -0.7706 -0.061 0.339 -1.533 0.32
H 2.3977 0.7201 -1.3448 0.030 -0.354 -0.039 0.37
H 3.0000 0.7457 -3.6513 -0.349 -0.269 -0.048 0.23
H 2.3974 -0.8578 -3.1162 -0.191 0.073 -0.313 0.19
H 1.3118 0.2683 -4.0234 0.596 -0.161 -0.126 0.20
```
Positions in Å, forces in eV/Å.

Calculated values
Electronic energy   -731.39267 a.u.
2S+1   1
E_LUMO   -0.194 Ha
ΔE to the lowest compared entry with this formula, charge and spin   517.2 kJ/mol
HOMO-LUMO gap   6.28 eV
Largest force on an atom   5.29 eV/A
Charge   +1


# 2
A 11-piece molecular cluster, C64H126F18N5O12 overall. Source: OMol25; level of theory: the ωB97M-V functional and the def2-TZVPD basis.

```
225
Properties=species:S:1:pos:R:3:forces:R:3:mulliken_charge:R:1
C -3.4582 2.8035 3.3247 0.037 0.772 -0.354 -1.64
C -2.4994 2.7247 2.0387 -0.361 -0.790 3.309 3.38
C -3.1966 3.2973 0.8555 0.484 -0.215 -1.645 0.12
N -2.5009 4.4420 0.2223 1.549 0.634 -0.601 0.67
C -2.2828 5.6340 1.0943 -0.189 -0.388 0.306 -1.27
C -1.1297 4.0392 -0.4024 -1.544 0.503 -1.143 0.53
C -0.8844 5.1577 -1.4179 -1.403 -0.931 -0.505 -0.53
C -2.3027 5.6563 -1.8797 0.132 -0.762 1.202 -1.15
C -3.2989 4.9671 -0.9184 -0.975 0.153 -0.523 -0.21
H -4.5346 2.6553 3.0446 0.914 0.396 0.118 0.41
H -3.3410 3.7031 3.9951 -0.219 -0.485 -1.139 0.19
H -3.2438 1.9966 3.9899 0.348 -0.750 0.402 0.48
H -2.3912 1.6318 1.9094 0.257 0.569 -0.241 -1.72
H -1.4776 3.1053 2.3470 -1.075 -0.119 -0.825 -0.93
H -4.2226 3.6142 1.0275 -0.037 0.025 0.289 0.76
H -3.2211 2.5462 0.0384 -0.185 0.521 0.332 -0.92
H -1.7783 6.4345 0.5286 -0.461 -0.450 0.235 0.46
H -1.7007 5.4029 1.9746 0.350 -0.271 0.087 0.23
H -3.2919 5.8844 1.3899 -0.089 0.655 0.264 0.41
H -0.3928 4.0258 0.3644 0.500 -0.373 0.805 0.85
H -1.3221 3.1211 -0.9951 0.093 0.298 0.684 -0.82
H -0.3336 5.9312 -1.0237 1.305 1.887 1.236 0.73
H -0.2609 4.7583 -2.2097 -0.237 -0.100 -0.476 -0.18
H -2.5285 6.7291 -1.9040 0.716 -0.199 -0.302 0.43
H -2.4310 5.1375 -2.7976 -0.539 0.201 -1.155 0.53
H -4.1599 5.5653 -0.5030 1.065 -0.298 -0.441 0.57
H -3.6930 4.1170 -1.4733 -0.016 -0.164 0.277 -0.21
C 6.1132 1.8057 2.1579 -1.034 0.294 0.027 -1.00
C 5.8069 3.2114 1.5846 -0.013 -1.251 0.892 -0.58
C 4.5061 3.0423 0.8988 -1.594 2.170 0.486 0.58
N 3.9428 4.2494 0.1007 0.597 -0.848 -0.306 1.41
C 2.5735 3.8959 -0.2029 -2.639 -0.110 -0.588 0.28
C 4.7410 4.5182 -1.1446 -1.828 0.940 0.204 -0.62
C 4.1589 5.8581 -1.6786 0.754 -0.791 0.726 -0.01
C 3.6265 6.5437 -0.3624 0.099 -1.410 -2.173 -1.16
C 4.0221 5.6080 0.6998 0.130 -0.443 3.219 -0.08
H 5.9294 1.0163 1.4127 -0.298 0.284 0.318 0.05
H 5.5411 1.6362 3.0821 0.158 -0.245 -0.409 0.26
H 7.1440 1.7367 2.3490 1.402 -0.077 0.673 0.53
H 6.6630 3.4466 1.0142 0.714 0.719 -1.121 0.44
H 5.6838 3.9375 2.3873 0.225 -0.003 0.046 0.32
H 3.7920 2.9037 1.7199 -0.251 -0.017 -0.306 -0.07
H 4.3945 2.2024 0.2502 0.262 -0.325 -0.588 -0.54
H 2.1133 4.6372 -0.9193 0.601 -0.907 0.735 0.04
H 1.9689 3.8762 0.7544 0.705 -0.010 -0.855 -0.23
H 2.5836 2.9276 -0.7285 -0.135 0.421 0.135 -0.12
H 4.7108 3.7386 -1.8398 -0.656 -1.266 -1.031 -0.43
H 5.6942 4.5607 -0.7525 2.379 0.628 0.422 1.00
H 3.4083 5.5921 -2.4328 0.128 0.402 0.138 -0.35
H 5.0111 6.4125 -2.0928 -0.506 0.063 -0.187 0.66
H 2.5848 6.6500 -0.3319 -1.640 0.104 -0.365 0.20
H 4.0047 7.5062 -0.3032 1.027 1.759 0.608 0.62
H 3.3614 5.6901 1.6468 1.254 -0.395 -1.362 -0.32
H 5.1035 5.6859 0.8681 -0.303 0.413 0.736 0.70
C 4.1410 -1.3304 1.1403 -0.621 -2.121 0.304 -2.00
C 4.5556 -1.5496 -0.3057 2.334 0.207 1.601 1.56
C 5.2377 -0.3390 -0.9555 -0.673 -0.528 -1.030 -0.05
N 4.9349 -0.4187 -2.4813 0.924 1.969 0.422 1.44
C 3.4867 -0.6980 -2.7413 -0.879 1.234 -0.511 0.20
C 5.8372 -1.3931 -3.1385 0.366 -0.840 -0.240 -0.09
C 6.0489 -0.9448 -4.5919 0.430 0.234 -0.018 -0.94
C 5.7699 0.5897 -4.5353 -0.432 -0.275 -1.481 -0.76
C 5.4711 0.9299 -3.1350 -0.031 0.361 2.503 0.38
H 3.5694 -2.2301 1.5723 1.055 1.223 -0.625 0.29
H 3.5079 -0.5166 1.2907 -1.525 1.510 -0.177 0.40
H 4.9609 -1.0725 1.7715 0.940 -0.329 0.545 0.65
H 3.7537 -1.8773 -0.8925 -1.047 -0.561 -0.564 -0.92
H 5.3222 -2.3393 -0.2682 -0.377 -0.115 -0.327 0.09
H 6.3590 -0.2936 -0.8002 -1.358 -0.007 -0.302 0.60
H 4.7663 0.5997 -0.6621 0.120 -0.100 0.090 -0.65
H 3.3192 -0.6493 -3.8065 0.243 0.419 -0.576 0.63
H 2.8528 0.1330 -2.3110 0.809 -0.932 -0.166 -0.31
H 3.1309 -1.7387 -2.5648 0.476 0.469 0.460 -0.90
H 5.3645 -2.3817 -3.0969 0.327 0.163 0.156 -0.44
H 6.7949 -1.3292 -2.5866 -0.490 -0.310 -0.263 0.78
H 5.3308 -1.4273 -5.2517 0.013 -0.094 0.012 0.32
H 7.0774 -1.2427 -4.9492 -1.054 0.499 0.433 0.42
H 4.8158 0.8577 -5.0470 0.832 -0.412 -0.256 0.22
H 6.5688 1.2045 -4.9676 -0.201 -0.136 0.180 0.50
H 4.7962 1.8153 -3.0902 -0.376 -0.931 0.314 -0.65
H 6.3227 1.1648 -2.4542 -0.125 -0.238 -0.787 0.54
C -4.3747 -0.5561 2.9356 -1.422 1.169 -0.761 -1.08
C -3.7222 -1.6690 3.6853 0.207 0.616 1.575 1.28
C -4.6438 -2.5415 4.5086 1.416 -0.022 2.170 -1.40
N -4.0239 -3.8951 4.9764 -0.144 0.482 0.060 0.79
C -3.0729 -3.6891 6.1340 0.687 0.536 -1.606 -0.86
C -5.1696 -4.8069 5.3746 0.421 0.521 0.232 -0.73
C -4.5930 -6.2373 5.3133 -1.111 1.110 -1.305 -0.72
C -3.3875 -6.1536 4.3254 -0.564 1.417 0.250 -1.18
C -3.3226 -4.6463 3.8460 -0.046 -1.628 1.738 1.44
H -4.8288 0.2648 3.5096 -0.089 -0.578 0.422 0.53
H -5.0993 -0.7897 2.1329 0.174 -0.534 0.616 0.22
H -3.6205 -0.0261 2.4080 1.022 0.384 -0.582 -0.07
H -2.8891 -1.2257 4.2911 -0.734 -0.579 -0.207 0.04
H -3.2340 -2.2844 3.0089 1.019 -1.157 -1.478 -0.27
H -5.5595 -2.8233 4.0667 -0.855 -0.149 -1.009 0.33
H -4.8571 -2.0183 5.4610 -0.182 -0.260 -0.346 0.46
H -3.5822 -3.3258 6.9964 -0.664 0.216 0.528 0.18
H -2.3579 -2.9453 5.7484 0.102 -0.313 0.371 0.28
H -2.5079 -4.5899 6.3761 -0.294 -0.090 -0.251 0.39
H -5.5867 -4.4536 6.3311 0.539 -0.288 0.005 0.54
H -5.9610 -4.6535 4.6512 0.184 -0.291 -0.395 0.35
H -4.4850 -6.6077 6.3017 0.901 -0.505 0.800 0.32
H -5.4386 -6.7664 4.8820 0.246 -0.547 -0.245 0.32
H -2.4380 -6.5158 4.6739 0.422 0.172 0.851 0.43
H -3.5163 -6.7214 3.4407 -0.735 -0.673 -0.854 0.58
H -2.2791 -4.3692 3.7341 -0.091 0.736 0.035 0.42
H -3.9571 -4.5283 2.9937 -0.095 0.024 -0.183 -1.55
C -2.9146 -5.6410 -3.4521 1.348 1.422 -0.016 -1.66
C -1.8777 -4.5039 -3.1875 -1.830 -0.146 0.015 -0.18
C -2.4566 -3.7227 -1.9962 1.537 0.518 -0.896 -0.98
N -1.4937 -2.6811 -1.5391 0.753 0.687 -1.074 1.43
C -1.1682 -1.6530 -2.6144 -0.558 -1.984 -0.859 -1.66
C -0.1821 -3.1875 -1.0541 0.098 -0.538 -0.233 -0.69
C 0.3650 -2.1289 -0.1547 -0.283 2.083 -0.802 0.78
C -0.8485 -1.1958 0.1630 -0.428 -1.507 2.209 -0.06
C -2.0528 -1.9855 -0.3502 1.134 -0.074 0.297 -0.90
H -3.9028 -5.2185 -3.6150 -0.078 -0.180 0.164 0.34
H -2.8458 -6.2939 -2.6296 -0.607 -0.785 1.295 0.43
H -2.6224 -6.2451 -4.2668 0.217 -0.454 -1.294 0.50
H -1.7839 -3.8932 -4.0790 -0.216 0.419 -0.042 0.38
H -0.8660 -4.8225 -3.0059 0.251 -0.611 0.358 0.25
H -2.6997 -4.3227 -1.1307 0.120 -0.387 0.073 0.29
H -3.3288 -3.1479 -2.2475 -0.624 -0.037 -0.359 0.58
H -0.2934 -1.9590 -3.1917 -0.506 -0.622 -0.323 -0.29
H -0.7963 -0.8255 -2.1410 0.383 2.267 1.226 0.91
H -2.0464 -1.4013 -3.2042 0.096 -0.035 0.028 0.69
H 0.5425 -3.4134 -1.8088 0.116 0.153 -1.037 -0.06
H -0.3945 -4.1334 -0.6384 -0.246 -1.000 1.311 0.57
H 1.0478 -1.4772 -0.7296 0.238 -0.653 0.266 -1.03
H 0.8677 -2.5255 0.7046 0.138 -0.039 0.545 0.40
H -0.8432 -0.2133 -0.2471 0.455 0.708 -0.384 0.01
H -0.8876 -1.1115 1.2635 -0.280 0.200 -0.395 -0.17
H -2.8791 -1.4089 -0.7049 -0.758 0.432 0.141 0.68
H -2.3348 -2.7804 0.3429 -0.174 0.376 -0.071 0.33
C -3.1798 1.4374 -2.4951 -1.451 2.433 -1.445 0.06
O -2.7096 0.8099 -3.6406 0.124 -0.301 -0.493 0.12
O -2.7691 2.6977 -2.3907 -0.875 -1.013 0.363 -0.67
C -4.8687 1.2906 -2.5915 2.078 -0.388 1.647 0.65
F -5.3602 1.4776 -1.3364 -0.113 -0.002 0.514 -0.26
F -5.4641 2.2038 -3.3254 -0.520 0.533 -0.898 -0.29
F -5.3229 0.0623 -2.9582 0.262 0.321 -0.267 -0.27
C -2.8940 1.6026 -4.8006 -0.367 0.485 0.235 0.14
C -2.8981 0.6280 -5.8893 -0.158 -1.181 -0.621 -1.62
H -3.7973 0.0207 -5.8326 -0.216 -0.058 -0.242 0.35
H -2.8177 1.1297 -6.8181 -0.185 0.395 -1.231 0.48
H -2.0689 -0.0627 -5.8365 0.465 -0.116 0.164 0.24
H -2.1316 2.3532 -4.9445 0.563 0.143 0.342 -0.05
H -3.8461 2.1654 -4.8205 0.364 -0.345 0.365 0.35
H -2.8820 0.8092 -1.7014 0.123 -1.262 1.508 -0.31
C 2.8274 -4.2262 -3.3993 0.297 -1.885 -0.364 -0.43
O 4.2916 -4.1876 -3.6194 0.567 0.213 -0.341 -0.43
O 2.3989 -3.2761 -2.6545 -0.676 0.026 0.591 -0.24
C 2.2386 -4.1518 -4.8671 1.810 -1.573 0.070 0.50
F 2.6914 -5.1980 -5.6562 0.009 0.496 0.455 -0.36
F 0.9309 -4.2492 -4.9224 -1.422 0.073 0.467 -0.19
F 2.5758 -3.0356 -5.4974 0.302 0.715 -0.172 -0.23
C 5.0061 -4.8478 -2.5911 -0.314 0.453 1.312 0.04
C 5.4976 -6.2169 -3.0514 0.899 0.552 -1.102 -1.39
H 6.0856 -6.7413 -2.2797 -0.280 0.186 -0.270 0.38
H 4.7321 -6.8773 -3.4907 0.048 0.382 0.481 0.30
H 6.1734 -5.9385 -3.9073 -0.341 -0.676 0.679 0.30
H 4.2902 -4.8837 -1.7225 0.934 -0.179 -0.363 0.28
H 5.9342 -4.2280 -2.2505 -1.537 -0.840 -0.623 0.15
H 2.7056 -5.3544 -3.0131 -0.399 1.678 -0.689 0.20
C 0.5289 -2.8590 4.3718 0.685 1.453 1.993 -0.68
O 1.3614 -1.8667 3.6076 0.040 -1.209 -0.896 0.17
O -0.7613 -2.6551 4.3810 1.220 -0.889 -0.946 -0.37
C 1.2929 -4.1519 3.9204 -1.955 -1.227 -1.662 0.73
F 0.5009 -5.2517 4.1341 0.086 0.124 0.880 -0.30
F 1.6550 -4.3780 2.6189 -0.060 1.091 -0.114 -0.23
F 2.4047 -4.2754 4.6046 0.905 -0.288 0.767 -0.28
C 1.4531 -0.6285 4.1675 -1.768 1.623 2.840 -1.20
C 0.4712 0.4427 3.6273 -0.151 -0.746 -0.198 0.74
H -0.5126 -0.0631 3.5320 0.541 0.253 -0.501 -0.90
H 0.2763 1.2443 4.3478 0.500 0.009 -0.023 0.45
H 0.8776 0.8767 2.6980 -0.631 -0.091 0.128 0.02
H 2.4447 -0.2024 4.2217 0.735 -0.221 -0.563 0.39
H 1.1725 -0.7133 5.2600 0.263 -0.049 -0.645 0.33
H 0.9929 -2.8243 5.4667 -0.600 0.244 -1.320 -0.03
C -6.0249 -5.2587 1.3432 -1.962 1.887 -0.100 -0.45
O -5.7116 -6.4880 0.6980 -0.166 -0.727 0.727 -0.20
O -6.0097 -5.1180 2.6602 0.715 -0.802 -0.976 -0.69
C -5.2027 -4.1432 0.6082 0.372 0.763 0.876 0.99
F -5.1940 -4.1884 -0.7569 0.363 -0.030 1.233 -0.27
F -5.7715 -2.9293 0.9426 0.730 -1.008 -0.519 -0.26
F -3.8657 -4.0351 1.0829 -1.565 -0.258 -1.391 -0.32
C -6.6883 -7.5246 1.0239 1.057 1.434 -1.376 -0.14
C -6.4337 -8.6658 0.1015 -0.367 -1.190 -0.882 -1.26
H -7.3147 -9.3367 0.0133 0.329 0.449 0.132 0.37
H -6.2218 -8.2785 -0.8928 -0.189 0.141 -0.148 0.29
H -5.5999 -9.3199 0.3144 0.391 0.034 0.538 0.32
H -7.6610 -7.1263 0.7474 -0.383 0.221 0.446 0.29
H -6.6072 -7.7582 2.0563 -0.181 -0.220 0.989 0.22
H -7.0554 -4.9186 0.9397 0.507 -0.701 0.038 0.22
C 2.5323 3.4794 -4.2732 -0.095 1.005 -3.039 -1.26
O 1.7428 4.6494 -3.9546 -0.822 0.068 -0.029 0.56
O 3.1459 3.0869 -3.2615 1.843 -1.849 2.509 -0.67
C 1.4843 2.4780 -4.8614 -0.052 1.413 -0.144 0.82
F 2.0603 1.4141 -5.4397 0.276 -0.988 0.789 -0.31
F 0.6060 2.1856 -3.9066 0.051 -1.256 0.363 0.19
F 0.7270 2.9680 -5.8618 -0.222 0.796 -0.570 -0.36
C 1.8515 5.6400 -4.9175 0.632 -0.050 -0.959 -0.50
C 1.0776 6.8373 -4.4990 0.907 1.812 0.642 -1.29
H 0.0519 6.7721 -4.2354 -1.049 -0.891 0.031 0.23
H 1.5608 7.2553 -3.6011 -0.083 -0.161 -0.023 0.19
H 1.1244 7.6632 -5.2066 0.190 -0.100 -0.423 0.40
H 1.6641 5.2984 -5.9540 -0.609 -0.029 0.441 0.38
H 2.9168 5.8927 -4.9691 0.245 0.491 -0.055 0.42
H 3.2251 3.7992 -5.1820 -0.921 -0.416 0.757 -0.05
C 1.0132 4.4355 3.6894 -2.356 -0.525 -1.348 0.01
O 0.4530 5.6863 4.1408 -1.322 0.769 0.272 -0.44
O 1.1235 4.3292 2.3656 0.138 0.175 1.102 -0.80
C 2.2634 4.3463 4.4784 1.176 -0.979 -0.282 0.58
F 2.0252 4.2446 5.7871 0.180 -0.320 0.381 -0.31
F 2.9353 3.1843 4.0794 -0.046 1.155 0.674 -0.19
F 3.0859 5.3918 4.3283 0.506 -0.152 -0.283 -0.31
C -0.8806 5.7493 4.6708 -0.447 0.378 -0.929 0.26
C -0.8694 6.0378 6.1347 0.770 -1.501 1.263 -1.40
H -1.8793 6.1924 6.4924 -0.293 0.464 0.075 0.49
H -0.5366 5.1061 6.6913 0.015 1.142 -0.513 0.24
H -0.1981 6.8756 6.3638 -0.306 -0.226 0.084 0.30
H -1.5913 4.8995 4.4959 1.214 -0.060 -0.227 -0.05
H -1.4300 6.5842 4.1840 0.589 -0.143 -0.114 0.29
H 0.3521 3.6733 4.1932 0.193 -0.117 -0.382 -0.09
```
Positions in Å, forces in eV/Å.

Calculated values
Electronic energy   -5488.12770 a.u.
2S+1   1
E_LUMO   0.057 Ha
ΔE to the lowest compared entry with this formula, charge and spin   75.1 kJ/mol
HOMO-LUMO gap   7.21 eV
Largest force on an atom   3.72 eV/A
Charge   -1